(1)
Molecular formula: C37H89InN4O13P3S
Method: DFT, wB97M-V/def2-TZVPD

Results
Kohn-Sham gap = 0.222 Eh
LUMO = 1.8 eV
Total energy = -116274.896 eV
Net charge = -1
Highest occupied orbital energy = -4.3 eV

```
148
Properties=species:S:1:pos:R:3:forces:R:3:lowdin_charge:R:1
C -0.320 4.755 -3.696 0.2 0.0 0.6 -0.10
C -0.479 5.558 -2.382 -0.3 0.4 -0.7 -0.25
C -1.850 5.422 -1.713 0.4 -0.7 0.1 -0.22
C -2.252 3.966 -1.427 -0.1 0.3 0.3 -0.22
C -1.643 3.435 -0.129 -0.2 0.2 0.3 -0.22
C -2.247 2.107 0.361 0.4 0.0 -0.2 -0.19
C -1.480 0.823 -0.039 0.0 0.1 -0.1 -0.19
C -0.541 0.960 -1.241 -0.5 -0.2 -0.3 -0.24
C -0.230 -0.379 -1.915 0.9 0.3 0.1 -0.32
C 0.558 -1.364 -1.027 -0.6 -0.4 -0.1 -0.30
In 1.875 -2.522 -2.354 0.2 0.1 -0.1 0.55
S 3.000 -4.368 -1.011 0.0 -0.1 0.3 0.11
C 0.646 -3.336 -4.008 0.1 0.4 -0.1 -0.29
C 1.386 -3.533 -5.333 -0.8 -0.4 0.2 -0.31
C 0.409 -3.912 -6.473 0.4 -0.5 0.0 -0.22
C 0.850 -3.484 -7.866 0.4 0.0 0.1 -0.18
N 0.703 -2.041 -8.188 0.0 -0.3 -0.2 -0.13
C 0.057 -1.202 -7.177 0.2 0.5 -0.3 -0.06
C 1.934 -1.444 -8.620 1.0 0.5 0.7 -0.47
C 1.912 -0.873 -10.024 -0.3 -0.1 0.3 0.00
O 2.930 -1.369 -7.922 -1.1 -0.3 -0.8 0.10
C 3.570 -1.329 -3.217 -0.6 -0.1 0.5 -0.21
C 3.653 0.124 -2.786 1.2 0.1 -0.2 -0.74
N 3.395 0.295 -1.352 -0.6 0.2 -0.3 0.07
N 5.049 0.612 -3.115 -0.4 0.2 -0.2 0.03
N 2.746 0.992 -3.540 -0.2 0.1 0.3 0.08
H 0.428 3.978 -3.537 -0.1 -0.2 -0.2 0.06
H -1.259 4.285 -3.983 0.0 0.0 -0.2 0.06
H 0.033 5.384 -4.510 -0.1 0.0 -0.1 0.06
H 0.320 5.300 -1.687 0.0 0.0 0.1 0.10
H -0.356 6.614 -2.640 0.2 0.1 0.2 0.09
H -1.793 5.940 -0.752 -0.2 0.2 -0.1 0.10
H -2.631 5.890 -2.317 0.1 0.1 -0.1 0.10
H -3.340 3.938 -1.310 0.0 -0.1 0.0 0.11
H -2.010 3.328 -2.276 -0.1 0.0 0.0 0.08
H -0.554 3.384 -0.184 0.0 -0.1 -0.1 0.11
H -1.856 4.190 0.636 0.0 0.0 0.0 0.10
H -2.317 2.162 1.449 -0.1 -0.1 0.0 0.10
H -3.269 2.038 -0.021 0.0 0.1 0.1 0.10
H -0.905 0.438 0.804 0.0 0.0 0.1 0.10
H -2.216 0.053 -0.285 0.0 -0.1 0.1 0.11
H 0.406 1.426 -0.952 0.0 0.0 0.0 0.10
H -1.009 1.603 -1.995 0.1 0.1 0.0 0.09
H 0.391 -0.138 -2.787 -0.2 0.1 -0.1 0.06
H -1.148 -0.829 -2.304 0.0 -0.1 0.1 0.10
H 1.122 -0.833 -0.261 0.1 0.0 0.0 0.01
H -0.155 -2.031 -0.530 0.1 0.0 0.2 0.03
H 3.656 -5.057 -1.954 0.0 0.1 -0.1 -0.33
H 0.103 -4.243 -3.724 0.1 -0.1 0.0 0.03
H -0.129 -2.573 -4.179 0.0 0.0 0.1 0.02
H 1.959 -2.647 -5.609 0.1 0.0 0.0 0.07
H 2.062 -4.385 -5.215 0.4 0.2 -0.1 0.10
H 0.382 -5.008 -6.496 -0.2 0.0 -0.1 0.11
H -0.612 -3.614 -6.231 0.0 0.2 -0.1 0.09
H 0.348 -4.087 -8.630 -0.2 0.2 0.0 0.10
H 1.912 -3.740 -7.948 0.0 0.0 0.0 0.12
H 0.651 -1.072 -6.268 -0.1 -0.2 0.1 0.09
H -0.939 -1.567 -6.952 0.0 -0.1 0.1 0.09
H -0.075 -0.203 -7.607 0.0 0.0 0.0 0.07
H 1.973 -1.706 -10.728 0.1 0.0 0.0 0.09
H 0.947 -0.398 -10.204 0.0 0.1 0.0 0.06
H 2.735 -0.180 -10.171 0.1 0.0 -0.1 0.08
H 3.460 -1.361 -4.300 0.3 0.0 -0.1 0.03
H 4.503 -1.817 -2.922 0.0 -0.1 -0.1 0.03
H 3.420 1.288 -1.144 0.2 0.0 0.2 0.06
H 4.126 -0.159 -0.819 -0.1 -0.1 0.0 0.07
H 5.695 0.183 -2.461 0.1 -0.1 -0.1 0.05
H 5.062 1.612 -2.919 0.2 0.0 0.1 0.04
H 2.321 1.678 -2.925 -0.1 -0.1 0.0 0.05
H 3.284 1.512 -4.223 0.0 -0.2 -0.2 0.06
O -0.134 -0.659 4.244 -1.3 -0.7 0.6 -0.20
P 0.591 -0.688 5.513 3.4 1.3 -0.6 0.39
O 0.739 0.724 6.231 -0.6 -0.2 0.3 -0.17
C -0.435 1.467 6.586 -0.2 0.2 0.1 -0.26
C -1.113 0.927 7.832 0.1 -0.2 0.0 -0.08
O 2.153 -0.938 5.247 -0.2 -0.2 0.1 -0.19
C 2.647 -1.293 3.946 0.1 -0.1 -0.3 -0.28
C 3.184 -0.087 3.213 0.1 0.3 0.1 -0.07
O 0.387 -1.675 6.737 -1.4 -0.4 -0.3 -0.19
C -0.122 -3.001 6.436 0.0 -0.2 0.0 -0.25
C 0.909 -3.865 5.738 0.1 0.2 -0.1 -0.06
H -1.127 1.484 5.740 0.0 0.0 0.0 0.11
H -0.097 2.488 6.758 0.1 0.0 0.0 0.12
H -1.545 -0.058 7.653 0.0 0.0 0.0 0.07
H -1.913 1.598 8.145 0.0 0.0 0.0 0.08
H -0.393 0.826 8.644 0.0 0.1 0.0 0.08
H 1.872 -1.783 3.357 -0.1 0.1 0.1 0.11
H 3.441 -2.022 4.112 0.0 0.0 0.1 0.12
H 2.441 0.710 3.164 -0.1 -0.1 -0.1 0.08
H 3.465 -0.362 2.195 0.0 0.0 0.0 0.08
H 4.060 0.322 3.720 0.0 -0.1 0.0 0.07
H -1.028 -2.909 5.834 0.0 0.0 0.0 0.12
H -0.396 -3.450 7.389 0.0 0.2 0.1 0.10
H 1.086 -3.528 4.717 0.0 0.0 0.0 0.07
H 0.561 -4.897 5.696 0.0 0.0 0.0 0.08
H 1.860 -3.826 6.269 0.0 -0.1 0.1 0.08
O 2.081 -1.529 12.432 -0.8 0.2 1.3 -0.21
P 2.016 -2.990 12.506 1.3 -1.2 -3.0 0.38
O 3.383 -3.695 12.896 -0.2 0.0 0.6 -0.17
C 4.029 -3.370 14.135 0.2 0.1 0.2 -0.26
C 3.372 -4.034 15.329 -0.2 0.0 -0.1 -0.08
O 1.868 -3.596 11.029 -0.3 0.0 0.3 -0.18
C 1.636 -2.757 9.892 0.1 0.1 -0.4 -0.28
C 2.922 -2.500 9.140 0.2 -0.1 0.0 -0.06
O 0.943 -3.885 13.249 -0.3 0.9 0.9 -0.18
C -0.405 -3.391 13.418 -0.2 0.1 0.0 -0.25
C -1.178 -3.382 12.116 0.1 0.0 -0.1 -0.07
H 4.057 -2.284 14.258 0.0 0.0 -0.1 0.11
H 5.056 -3.717 14.032 0.0 0.0 -0.1 0.12
H 2.376 -3.630 15.511 0.0 0.0 0.0 0.07
H 3.973 -3.875 16.225 0.0 0.0 0.0 0.08
H 3.263 -5.105 15.158 0.1 0.0 0.0 0.08
H 1.156 -1.824 10.186 0.1 0.0 0.1 0.10
H 0.936 -3.294 9.248 0.0 -0.1 0.1 0.10
H 3.695 -2.103 9.799 -0.1 0.1 0.1 0.08
H 2.757 -1.793 8.326 0.0 0.0 0.0 0.07
H 3.307 -3.431 8.719 0.0 0.0 0.0 0.08
H -0.373 -2.393 13.861 0.1 0.0 0.0 0.12
H -0.873 -4.058 14.139 0.1 -0.1 0.0 0.12
H -0.812 -2.606 11.442 0.0 0.0 0.0 0.07
H -2.233 -3.188 12.312 0.0 0.0 0.0 0.08
H -1.078 -4.339 11.605 -0.1 0.0 0.0 0.09
O -4.688 2.604 -6.943 -0.2 -1.4 -0.8 -0.21
P -4.217 3.318 -8.131 0.1 3.4 0.9 0.39
O -2.685 3.708 -8.123 0.1 -0.5 -0.3 -0.17
C -1.679 2.682 -8.011 0.3 -0.3 0.0 -0.25
C -1.459 1.943 -9.316 -0.2 0.1 -0.1 -0.07
O -4.818 4.814 -8.112 -0.1 -0.3 -0.2 -0.19
C -5.793 5.207 -7.146 -0.1 0.2 0.2 -0.30
C -5.147 5.946 -5.993 0.2 0.1 0.0 -0.07
O -4.488 2.966 -9.648 -0.1 -1.2 0.2 -0.18
C -5.683 2.244 -10.015 -0.2 -0.1 0.0 -0.25
C -6.927 3.099 -9.899 0.0 0.1 0.1 -0.07
H -1.947 1.992 -7.208 -0.1 0.0 0.0 0.12
H -0.765 3.193 -7.713 -0.1 0.1 0.0 0.12
H -2.329 1.342 -9.584 0.0 0.0 0.0 0.07
H -0.601 1.277 -9.229 0.0 0.0 0.0 0.05
H -1.285 2.648 -10.129 0.1 0.0 0.0 0.08
H -6.352 4.342 -6.785 0.1 -0.1 0.0 0.10
H -6.497 5.859 -7.667 0.0 0.0 -0.1 0.11
H -4.340 5.354 -5.561 -0.1 -0.1 0.0 0.08
H -5.880 6.161 -5.214 0.0 0.0 0.0 0.08
H -4.717 6.888 -6.337 0.0 0.0 0.0 0.08
H -5.767 1.346 -9.400 0.0 0.0 0.0 0.12
H -5.530 1.927 -11.045 0.1 0.1 0.0 0.12
H -7.178 3.294 -8.855 0.0 0.0 0.0 0.07
H -7.773 2.588 -10.359 0.0 0.0 0.0 0.08
H -6.778 4.060 -10.390 0.0 0.0 -0.1 0.09
```
Forces are in eV/Å.

***

(2)
Molecular formula: C37H90F3Na3O21S
Method: DFT, wB97M-V/def2-TZVPD

Results
Kohn-Sham gap = 0.269 Eh
LUMO = -5.2 eV
Total energy = -115046.612 eV
Net charge = +2
Highest occupied orbital energy = -12.5 eV
Energy above the lowest of the compared OMol25 structures with the same formula, charge and spin = 0.0 kcal per mole

```
155
Properties=species:S:1:pos:R:3:forces:R:3:lowdin_charge:R:1
Na -4.132 -0.104 1.021 0.0 0.0 -0.3 0.59
Na -0.713 4.367 -0.518 0.2 -0.4 -0.7 0.58
Na -0.465 2.337 4.133 0.3 -0.7 0.0 0.58
C 0.259 -0.332 -0.145 0.2 0.0 -0.5 -0.66
F 1.557 -0.120 0.072 -0.3 -0.1 0.3 0.14
F 0.051 -0.300 -1.464 0.0 0.0 0.1 0.14
F -0.097 -1.525 0.319 0.2 -0.1 0.0 0.14
S -0.835 0.891 0.655 0.2 0.4 0.6 0.54
O -0.404 2.204 0.202 -0.1 -0.1 0.1 -0.30
O -2.123 0.468 0.137 -0.5 0.1 0.2 -0.32
O -0.667 0.671 2.089 -0.1 0.3 -0.1 -0.29
C -0.060 7.400 -1.786 0.3 -0.3 -0.2 -0.05
O -0.652 6.135 -2.097 -0.1 -0.3 0.6 -0.22
C -1.965 6.287 -2.581 -0.5 1.2 -0.7 -0.21
C -2.587 5.015 -3.052 -0.3 -0.9 0.2 -0.17
O -2.711 4.048 -1.999 0.6 0.6 0.5 -0.21
C -3.097 2.760 -2.448 0.2 -0.1 -0.7 -0.07
H -0.718 7.972 -1.130 0.1 0.1 0.0 0.10
H 0.170 7.942 -2.705 -0.2 0.1 0.0 0.10
H 0.889 7.193 -1.295 0.0 0.0 0.1 0.10
H -1.964 6.956 -3.458 0.2 -0.2 0.0 0.15
H -2.622 6.836 -1.886 0.2 -0.4 0.4 0.14
H -2.005 4.572 -3.868 0.0 0.1 0.0 0.13
H -3.599 5.251 -3.401 0.1 0.0 -0.2 0.14
H -4.024 2.812 -3.036 0.0 0.0 0.3 0.10
H -3.183 2.109 -1.582 -0.2 0.1 0.0 0.08
H -2.348 2.334 -3.123 0.1 0.0 0.1 0.08
C 5.894 -2.311 -2.177 0.0 -1.0 -0.3 -0.09
O 4.613 -1.697 -2.268 0.4 0.0 0.1 -0.18
C 4.546 -0.438 -1.662 -0.7 1.1 -0.3 -0.22
C 4.737 -0.419 -0.162 0.0 -0.6 -0.3 -0.22
O 6.054 -0.747 0.193 0.2 0.1 -0.2 -0.19
C 6.278 -0.730 1.570 -0.1 0.1 1.0 -0.11
H 5.849 -3.232 -2.767 -0.1 0.2 -0.2 0.09
H 6.130 -2.639 -1.166 0.0 0.3 0.1 0.08
H 6.707 -1.702 -2.580 -0.1 0.2 0.1 0.10
H 3.527 -0.066 -1.828 -0.1 -0.3 0.0 0.10
H 5.133 0.331 -2.191 0.5 -0.4 0.2 0.13
H 4.057 -1.206 0.207 0.0 0.3 0.4 0.13
H 4.477 0.566 0.246 -0.2 0.0 0.0 0.12
H 5.404 -1.072 2.148 0.0 -0.2 -0.2 0.08
H 6.505 0.272 1.971 0.0 0.0 -0.3 0.09
H 7.113 -1.388 1.806 0.0 0.0 -0.1 0.09
C -0.554 -8.220 5.132 -0.4 -0.9 0.0 -0.12
O -0.573 -6.875 4.759 0.1 0.3 0.0 -0.17
C 0.539 -6.495 3.986 -0.3 0.3 -0.1 -0.21
C 0.703 -5.000 4.077 0.5 -0.2 -0.2 -0.21
O -0.374 -4.401 3.394 -0.5 -0.1 0.3 -0.16
C -0.313 -3.021 3.408 0.5 1.2 -0.3 -0.14
H 0.226 -8.430 5.872 0.0 0.0 0.0 0.09
H -0.431 -8.916 4.289 0.2 0.3 -0.1 0.09
H -1.535 -8.465 5.540 0.1 0.2 0.2 0.09
H 0.351 -6.715 2.926 0.2 -0.3 0.1 0.13
H 1.447 -7.007 4.321 0.1 0.0 0.0 0.13
H 1.649 -4.727 3.577 0.0 0.0 0.1 0.13
H 0.745 -4.666 5.120 -0.1 0.0 0.0 0.13
H -1.268 -2.580 3.113 -0.1 -0.3 -0.1 0.08
H 0.447 -2.644 2.699 -0.1 -0.1 0.1 0.08
H -0.057 -2.565 4.379 -0.1 -0.4 0.1 0.09
C 3.904 1.892 -5.236 0.3 0.2 -0.4 -0.10
O 2.939 1.775 -4.225 -0.3 -0.3 0.1 -0.21
C 1.799 2.576 -4.488 0.6 0.0 0.2 -0.19
C 0.904 2.517 -3.287 -0.5 0.2 1.1 -0.16
O 1.363 3.278 -2.160 -0.3 0.5 -0.3 -0.21
C 2.555 2.848 -1.539 -0.3 -0.3 0.5 -0.08
H 4.768 1.288 -4.971 0.0 -0.1 0.1 0.09
H 4.227 2.937 -5.339 0.0 -0.1 -0.1 0.10
H 3.522 1.544 -6.203 0.0 0.0 0.0 0.09
H 1.275 2.214 -5.380 0.0 0.0 0.0 0.12
H 2.155 3.605 -4.651 -0.3 0.0 -0.1 0.14
H 0.718 1.485 -2.966 0.2 0.0 -0.2 0.12
H -0.071 2.975 -3.460 0.0 -0.2 -0.5 0.11
H 2.395 1.868 -1.071 0.2 0.0 -0.2 0.07
H 2.733 3.552 -0.725 0.2 0.1 -0.1 0.09
H 3.386 2.794 -2.233 0.1 0.1 0.1 0.09
C -0.344 -3.145 -3.589 0.5 -0.1 0.1 -0.12
O 0.580 -4.188 -3.662 0.1 -0.5 0.2 -0.17
C 1.881 -3.888 -3.176 -0.4 0.2 -0.8 -0.18
C 1.981 -3.747 -1.685 0.1 0.1 0.4 -0.22
O 1.503 -4.891 -1.022 0.0 -0.1 0.0 -0.15
C 1.602 -4.772 0.377 -0.3 0.2 0.1 -0.10
H 0.015 -2.304 -4.201 -0.3 0.1 0.0 0.09
H -0.475 -2.798 -2.557 -0.2 0.1 0.0 0.06
H -1.273 -3.563 -3.966 -0.2 0.3 -0.1 0.09
H 2.197 -2.941 -3.640 0.3 -0.1 0.2 0.13
H 2.495 -4.694 -3.574 0.2 0.0 0.2 0.14
H 1.418 -2.855 -1.362 0.1 -0.1 0.1 0.10
H 3.034 -3.600 -1.411 0.0 0.3 -0.2 0.12
H 1.444 -5.765 0.793 0.0 0.0 0.1 0.09
H 0.827 -4.096 0.779 0.1 -0.1 -0.1 0.07
H 2.571 -4.377 0.716 0.1 -0.2 -0.2 0.09
C -5.085 2.336 -6.360 -1.3 0.6 0.0 -0.13
O -3.969 1.583 -6.030 0.7 -0.2 -0.2 -0.19
C -2.759 2.234 -6.399 -0.2 0.4 0.6 -0.19
C -1.607 1.304 -6.141 0.1 -0.6 -0.9 -0.20
O -1.438 0.919 -4.809 0.2 0.2 0.6 -0.19
C -2.240 -0.162 -4.406 -0.5 -0.3 0.3 -0.11
H -5.145 2.583 -7.426 0.2 0.1 0.0 0.10
H -5.163 3.262 -5.766 0.3 0.0 -0.2 0.09
H -6.002 1.784 -6.135 0.3 -0.3 0.1 0.09
H -2.654 3.151 -5.790 0.0 -0.1 -0.1 0.12
H -2.757 2.539 -7.452 -0.1 -0.1 0.0 0.14
H -0.658 1.735 -6.466 -0.1 0.3 0.0 0.12
H -1.750 0.419 -6.782 0.0 0.0 0.2 0.14
H -1.926 -0.476 -3.409 0.3 0.0 -0.1 0.07
H -2.143 -1.000 -5.103 0.0 0.0 0.1 0.10
H -3.300 0.106 -4.336 0.1 0.1 -0.2 0.08
C -3.459 -2.616 -0.541 -0.4 -0.4 0.1 -0.05
O -4.607 -1.770 -0.456 0.2 0.2 0.1 -0.23
C -5.022 -1.276 -1.717 0.3 0.3 -0.2 -0.17
C -6.031 -0.167 -1.525 -0.5 -0.9 0.0 -0.17
O -5.645 0.744 -0.508 0.3 0.2 -0.1 -0.23
C -6.181 2.039 -0.781 0.2 0.0 0.1 -0.05
H -2.624 -2.089 -1.004 0.1 0.0 0.1 0.08
H -3.686 -3.529 -1.098 0.0 0.1 -0.2 0.11
H -3.243 -2.932 0.480 0.3 0.1 0.0 0.10
H -5.487 -2.081 -2.294 0.0 0.0 -0.1 0.15
H -4.173 -0.883 -2.295 0.1 -0.2 0.2 0.12
H -6.984 -0.632 -1.247 -0.1 0.3 0.0 0.14
H -6.158 0.349 -2.478 0.0 0.0 -0.1 0.14
H -6.130 2.620 0.136 -0.1 0.0 0.0 0.10
H -7.213 1.949 -1.114 -0.1 0.1 0.1 0.10
H -5.575 2.530 -1.547 -0.2 0.0 0.0 0.07
C 2.723 1.350 3.067 0.4 0.8 -0.2 -0.08
O 1.922 1.353 4.240 -0.8 -0.2 0.1 -0.21
C 1.517 0.040 4.671 -0.3 0.2 -0.1 -0.18
C 2.560 -0.620 5.515 0.5 0.3 0.1 -0.21
O 3.632 -1.002 4.696 0.2 -0.2 -0.1 -0.19
C 4.627 -1.725 5.402 0.6 0.4 -0.5 -0.08
H 2.461 0.540 2.391 -0.1 -0.1 0.0 0.08
H 3.790 1.317 3.285 0.0 -0.4 0.2 0.09
H 2.572 2.320 2.576 -0.2 -0.2 -0.1 0.09
H 1.252 -0.541 3.783 0.0 -0.2 0.1 0.11
H 0.618 0.151 5.289 0.0 0.2 -0.1 0.12
H 2.169 -1.486 6.066 -0.2 0.1 0.0 0.13
H 2.886 0.152 6.233 0.0 -0.3 0.2 0.14
H 5.457 -1.895 4.712 -0.3 -0.2 -0.1 0.08
H 4.237 -2.687 5.739 0.1 0.0 0.3 0.09
H 5.079 -1.117 6.196 -0.4 -0.2 0.3 0.10
C 0.597 3.192 7.135 0.4 0.7 0.5 -0.06
O -0.504 2.659 6.424 0.1 -0.2 -0.8 -0.24
C -1.353 1.865 7.209 -0.8 -0.3 0.4 -0.19
C -2.495 1.308 6.379 0.2 0.6 0.2 -0.18
O -2.005 0.655 5.218 0.3 0.0 -0.1 -0.21
C -2.988 -0.142 4.590 -0.7 -0.1 0.3 -0.08
H 0.363 4.178 7.554 -0.2 -0.2 0.0 0.10
H 1.442 3.340 6.463 -0.1 -0.3 -0.1 0.09
H 0.889 2.536 7.956 0.1 -0.1 -0.1 0.10
H -1.813 2.476 7.995 0.1 -0.1 0.1 0.15
H -0.837 1.031 7.701 0.3 0.2 -0.2 0.14
H -3.155 2.136 6.082 -0.1 -0.2 0.0 0.14
H -3.033 0.618 7.036 -0.2 0.0 -0.2 0.14
H -3.843 0.472 4.255 0.3 0.0 -0.2 0.10
H -3.436 -0.858 5.292 0.3 0.0 0.0 0.11
H -2.528 -0.693 3.775 0.1 0.1 -0.1 0.07
```
Forces are in eV/Å.